# C5H5NO

2 unconnected molecules or ions with the total composition C5H5NO in a non-equilibrium geometry (ωB97M-V/def2-TZVPD, the OMol25 dataset).

Last column: natural (NBO) charge in e.
CARTESIAN COORDINATES (ANGSTROEM)
O1 0.9091 1.0561 2.5119  -0.4359
C1 0.9914 0.5818 1.4468  0.5779
C2 1.7887 -0.1517 0.6571  -0.3486
C3 1.7063 -0.7552 -0.4730  -0.1416
C4 -0.7616 0.7512 -0.3298  0.0279
C5 -0.6570 -0.6310 -0.8004  -0.3404
N1 -1.9302 1.0540 0.1021  -0.5086
H1 2.6046 -1.3020 -0.7903  0.2188
H2 -0.1696 1.4779 -0.9014  0.1978
H3 -1.2452 -1.4138 -0.2783  0.2097
H4 -0.8816 -0.6034 -1.8674  0.2116
H5 -2.3062 0.2710 0.6489  0.3315

As for the total energy: -8796.421 eV. The value obtained for the relative energy (zero: lowest compared OMol25 entry of this formula, charge and spin) is 675.16 kJ/mol. The value obtained for the HOMO energy (alpha / beta) is -8.3 / -8.3 eV. The calculation puts the LUMO energy (alpha / beta) at -0.038 / -0.039 hartree. As for the HOMO-LUMO gap (alpha / beta): 7.229 / 7.220 eV.